The following is a DFT calculation (wB97M-V/def2-TZVPD) of a cluster of 10 separate species, C14H34N8O22S in total.

2S+1: 2
LUMO level (alpha / beta), eV: 1.79 / 1.79
Strongest force on any atom, eV/A: 5.3
E_HOMO (alpha / beta), eV: -1.44 / -4.94
Total energy, Ha: -3044.55459
Charge: -1

The geometry in XYZ format:
```
79
Properties=species:S:1:pos:R:3:mulliken_spin:R:1
S -2.1015 4.3658 -3.5225 0.000
O 6.2609 3.1365 -2.1992 0.000
O 0.5969 -4.9978 1.4435 0.001
O -2.6326 0.5517 -2.4986 0.000
O -2.8904 -1.3156 -3.5595 0.000
O 1.8628 0.1699 -1.1964 0.006
O -2.1139 3.9099 -4.9157 0.000
O -3.1042 -0.6382 4.6487 0.003
O 6.1112 -2.0622 0.2629 -0.004
O 2.1810 -0.9962 1.7494 0.174
O -0.6248 2.8991 2.4499 0.003
O 0.2745 -1.2165 -1.6849 -0.004
O -1.6242 -0.6893 3.0951 0.001
O -1.9716 5.8352 -3.2949 0.000
O -3.3762 3.7377 -2.6255 0.000
O -1.0615 3.5596 -2.4626 0.000
O -5.4801 -1.6741 -1.6513 0.000
O 4.6079 4.2674 -1.4795 0.000
O 4.1445 -3.1494 0.3468 0.005
O -2.2863 1.8322 1.5048 -0.001
O -5.4941 0.4570 -1.2702 0.000
O 2.0631 0.7867 3.1477 0.242
O -1.2437 -4.5996 2.5022 0.000
N 2.5750 -0.2792 2.6876 0.565
N 0.7487 -0.3362 -0.9990 -0.008
N -1.7387 2.4334 2.4537 -0.001
N -2.5834 -0.0987 -3.5033 0.000
N 5.1676 3.2301 -1.7922 -0.001
N -2.0674 -1.0415 4.1861 -0.015
N -0.4882 -4.4118 1.5760 0.000
N -5.1211 -0.6658 -1.0517 0.000
C 2.9679 -3.3711 -0.4728 0.010
C -0.9563 -3.5168 0.4911 0.006
C -1.3570 -2.1030 4.9212 0.006
C -4.2819 -0.8339 0.1838 0.000
C 4.6026 -1.9925 -1.6586 0.008
C 3.4232 -2.8850 -1.8627 -0.008
C -0.0765 0.2740 0.1198 -0.020
C -2.5936 2.7010 3.6403 0.004
C -1.6838 3.3965 -1.2089 0.000
C -1.9401 0.5420 -4.6845 0.000
C 4.4467 1.9712 -1.7415 0.005
C -3.1808 3.7442 -1.2757 0.000
C 5.0125 -2.3323 -0.2232 -0.005
C 3.9443 -0.6643 3.2563 -0.002
H -3.3575 -1.2253 -0.2411 0.000
H -1.7460 -2.2425 5.9299 0.001
H -4.7018 -1.5959 0.8404 0.000
H 0.1203 -0.4107 0.9447 0.016
H 2.6367 -4.4030 -0.3560 -0.001
H 3.7731 -3.7906 -2.3582 0.000
H -1.5578 -4.2923 0.0167 -0.001
H 4.2095 0.2274 3.8243 0.000
H 3.9294 -1.5422 3.9022 0.002
H -4.0919 0.1739 0.5529 0.000
H -1.4322 -3.0490 4.3850 0.000
H -1.5817 -2.6837 0.8119 0.000
H 0.2775 1.2905 0.2912 -0.004
H -3.4405 2.0198 3.5577 0.000
H -3.4036 4.7051 -0.8120 0.000
H -1.6465 2.3465 -0.9189 0.000
H -1.1332 0.2608 -0.1473 0.005
H -2.0096 2.5251 4.5437 -0.001
H -1.7151 1.5754 -4.4206 0.000
H -1.1016 3.8605 -0.4127 0.000
H -1.0803 -0.1076 -4.8482 0.000
H -2.9171 3.7371 3.5404 0.000
H -0.3379 -1.7270 5.0121 0.004
H 5.4095 -2.0095 -2.3912 0.000
H -2.7459 0.4067 -5.4059 0.000
H -3.7906 3.0860 -0.6568 0.000
H 4.6891 -0.7895 2.4703 0.001
H 4.4496 1.4264 -2.6856 0.001
H 4.2838 -0.9551 -1.7593 0.002
H 4.9409 1.3723 -0.9765 0.001
H 2.2710 -2.6596 -0.0299 0.006
H 2.6107 -2.4877 -2.4711 -0.001
H -0.1415 -3.1261 -0.1184 -0.003
H 3.4135 2.1535 -1.4459 0.000
```